[1]
The following is a DFT calculation (the ωB97M-V functional and the def2-TZVPD basis) of a molecular structure, C19H59N4O10Zr.

Last column: Mulliken spin population.
Cartesian coordinates (Å):
Zr (4.672, 0.488, -0.374)  1.169
O (3.552, 2.503, -0.427)  0.001
O (1.436, 2.819, -2.094)  0.001
O (2.467, -0.062, -0.126)  -0.130
O (4.615, -1.233, 1.289)  0.015
O (-1.305, -1.185, -2.455)  0.000
O (-0.499, 5.014, 4.858)  0.000
O (1.334, -0.924, -3.755)  0.010
O (1.654, -0.598, -6.870)  0.000
O (-4.435, -2.839, 3.765)  0.000
O (2.564, 1.675, 3.067)  0.006
N (3.470, 0.687, -2.539)  -0.100
N (-0.776, -2.891, 2.651)  0.000
N (-1.469, 1.514, 4.907)  0.000
N (-1.967, -4.360, -0.633)  0.000
C (-3.206, -3.370, 3.164)  0.000
C (1.104, -0.370, 0.031)  -0.003
C (-1.189, 6.221, 5.175)  0.000
C (-0.627, 2.708, 2.866)  0.000
C (-1.946, -0.596, -3.623)  0.000
C (1.742, 2.289, -3.406)  -0.002
C (0.153, -3.551, -1.383)  -0.002
C (-2.058, -2.338, 3.154)  0.000
C (1.327, -1.948, -4.779)  0.000
C (-2.479, -1.045, 2.369)  0.000
C (-0.745, 2.655, 4.434)  0.000
C (-1.190, -3.164, -0.962)  0.000
C (3.815, 1.639, -4.840)  -0.004
C (3.280, 1.888, -3.372)  0.036
C (-1.354, 3.881, 5.043)  0.000
C (0.100, 3.226, -1.824)  0.000
C (-1.960, -2.401, -2.042)  0.000
C (-5.489, -3.774, 3.761)  0.000
C (2.230, -1.568, -6.007)  0.000
H (-2.222, 6.242, 4.826)  0.000
H (4.125, 0.223, -3.151)  -0.006
H (-0.495, -3.691, 3.199)  0.000
H (-0.135, 1.879, 2.358)  0.000
H (0.260, 2.656, 4.855)  0.000
H (-1.005, -3.179, 1.710)  0.000
H (4.920, -2.136, 1.206)  0.000
H (1.746, -2.807, -4.255)  0.000
H (-1.844, -3.116, -2.857)  0.000
H (-2.990, -2.221, -1.736)  0.000
H (-1.600, 2.885, 2.409)  0.000
H (0.808, -2.739, -1.702)  0.001
H (2.494, -2.462, -6.573)  0.000
H (0.432, -0.089, -0.780)  0.001
H (3.215, -1.309, -5.617)  0.000
H (-0.604, 2.752, -2.508)  0.000
H (4.833, 1.253, -4.899)  0.001
H (0.779, 0.176, 0.916)  -0.005
H (-3.368, -1.216, 1.762)  0.000
H (-1.808, -2.013, 4.165)  0.000
H (3.699, 2.808, -2.963)  0.001
H (3.938, 3.225, -0.923)  0.003
H (3.757, 2.538, -5.453)  0.000
H (1.503, 0.195, -6.349)  0.000
H (0.194, -4.292, -2.181)  0.000
H (-5.301, -4.772, 4.157)  0.000
H (0.630, -1.100, -3.126)  -0.001
H (-1.550, 3.783, 6.110)  0.000
H (0.341, -2.343, -5.025)  0.000
H (2.572, 0.238, -2.654)  0.006
H (-2.810, -3.982, -0.226)  0.000
H (0.684, -3.925, -0.507)  0.000
H (2.611, 2.582, -0.584)  -0.001
H (-2.543, -1.357, -4.125)  0.000
H (1.590, 2.994, -4.223)  0.001
H (-1.066, 6.404, 6.242)  0.000
H (2.604, 2.423, 3.663)  0.000
H (-6.255, -3.317, 4.387)  0.000
H (-0.747, 7.072, 4.656)  0.000
H (0.005, 3.554, 2.596)  0.000
H (-1.651, -4.938, 0.133)  0.000
H (-2.886, -4.203, 3.789)  0.000
H (1.651, 1.387, 3.103)  0.003
H (-1.460, 1.628, 5.910)  0.000
H (-1.219, -0.374, -4.405)  0.000
H (-0.088, 2.953, -0.786)  0.000
H (-0.164, 4.265, -2.019)  0.000
H (4.045, -1.241, 2.057)  0.003
H (-3.420, -3.837, 2.203)  0.000
H (-2.373, 0.406, -3.564)  0.000
H (-1.097, -2.566, -0.055)  0.000
H (-5.893, -3.814, 2.749)  0.000
H (0.962, -1.439, 0.194)  -0.002
H (1.279, 1.391, -3.816)  -0.001
H (-2.457, 1.600, 4.716)  0.000
H (-1.615, -0.760, 1.769)  0.000
H (-2.741, -0.236, 3.052)  0.000
H (-2.308, 4.059, 4.545)  0.000
H (3.227, 0.913, -5.401)  0.001

As for the spin multiplicity: 2. As for the net charge: +2. Its expectation value of S² is 0.7604. For the energy, the calculation gives -1776.99600 hartree.

[2]
The following is a DFT calculation (the ωB97M-V functional and the def2-TZVPD basis) of 11 unconnected molecules or ions with the total composition C19H60N6O11.

Last column: Löwdin charge in e.
Cartesian coordinates (Å):
O (-3.102, -2.591, -0.054)  -0.094
O (2.411, -1.879, -1.879)  -0.160
O (0.799, 2.643, -2.835)  -0.019
O (1.989, -2.221, 3.117)  -0.140
O (1.825, 0.834, 4.022)  -0.125
O (-0.221, -0.326, 1.886)  -0.004
O (-1.167, -1.217, -3.314)  -0.156
O (-1.950, 0.050, 4.197)  0.042
O (1.537, 4.473, -0.913)  0.006
O (2.904, 1.329, -1.620)  -0.096
O (-0.084, -2.965, -1.563)  -0.195
N (2.521, 2.368, 2.292)  0.158
N (4.644, 0.879, -0.111)  0.122
N (3.070, 0.243, 2.153)  0.169
N (-3.207, -4.120, 1.638)  0.170
N (3.759, 2.920, -0.042)  0.144
N (-1.408, -4.152, 0.419)  0.162
C (-2.206, -1.079, 4.615)  -0.649
C (-2.087, 0.473, 0.765)  0.008
C (0.313, 0.025, -0.200)  -0.022
C (-2.505, -1.223, -2.941)  -0.131
C (1.410, -3.064, 2.176)  -0.161
C (-1.206, -2.048, 4.053)  -0.054
C (-0.140, 1.990, -3.376)  -0.631
C (-1.421, 1.973, -2.563)  -0.027
C (-0.468, -4.036, -2.389)  -0.150
C (3.795, 1.730, -0.610)  -0.577
C (2.278, -1.514, -3.249)  -0.138
C (0.557, 4.839, -0.228)  -0.594
C (-0.303, 5.914, -0.904)  -0.019
C (2.387, 1.140, 2.785)  -0.611
C (-2.561, -3.594, 0.678)  -0.672
C (-0.796, -0.363, 0.792)  -0.581
C (-0.275, 3.672, 0.347)  -0.025
C (-0.257, 2.557, -4.774)  -0.032
C (-3.620, -1.503, 4.217)  -0.039
H (-0.403, 3.669, -4.744)  0.097
H (-1.904, 1.565, 0.988)  0.097
H (-0.118, -4.980, -1.902)  0.107
H (1.872, -2.686, -1.728)  0.057
H (4.837, -0.001, -0.716)  0.191
H (0.439, -0.990, 1.794)  0.049
H (1.925, -4.040, 2.263)  0.094
H (1.932, 2.998, 2.841)  0.123
H (0.426, -3.449, 2.532)  0.063
H (-3.015, -0.556, -3.582)  0.065
H (-0.728, 2.990, -0.361)  0.037
H (-1.083, -1.430, 0.618)  0.123
H (-0.788, 5.555, -1.759)  0.054
H (4.447, 3.144, 0.744)  0.174
H (0.275, 3.055, 1.015)  0.044
H (1.287, -0.476, -0.164)  0.067
H (-1.308, -2.964, 4.594)  0.075
H (-4.234, -0.606, 4.189)  0.078
H (-1.094, 4.086, 0.932)  0.088
H (0.333, 6.662, -1.256)  0.057
H (-1.489, -4.218, -2.459)  0.056
H (2.381, -2.765, 3.835)  0.129
H (-4.099, -2.315, 4.845)  0.087
H (2.610, -0.522, -3.240)  0.040
H (-0.322, -2.076, -1.993)  0.088
H (-2.602, -0.976, -1.903)  0.059
H (-1.444, -2.349, 3.023)  0.064
H (2.764, 2.570, 1.323)  0.033
H (-1.106, 2.066, -5.267)  0.079
H (-0.803, -3.778, -0.417)  0.082
H (-2.194, 1.568, -3.253)  0.086
H (2.961, -2.213, -3.811)  0.099
H (-2.629, 0.338, -0.160)  0.058
H (-0.163, -1.788, 4.188)  0.079
H (0.005, -0.114, -1.224)  0.054
H (1.052, 2.222, -2.010)  0.064
H (0.664, 2.407, -5.333)  0.079
H (-3.682, -2.038, 3.243)  0.051
H (-1.744, 2.987, -2.402)  0.079
H (-2.790, -4.713, 2.346)  0.126
H (1.388, -2.551, 1.180)  0.102
H (3.447, 0.301, 1.203)  0.066
H (-1.002, -4.820, 1.049)  0.103
H (0.657, 1.052, -0.145)  0.060
H (-1.073, 6.357, -0.185)  0.116
H (-0.074, -3.949, -3.431)  0.104
H (-1.307, 1.413, -1.653)  0.035
H (1.265, 4.366, -1.796)  0.083
H (1.019, 5.360, 0.637)  0.148
H (1.267, -1.491, -3.638)  0.053
H (-2.763, 0.030, 1.489)  0.073
H (-1.382, -0.007, 3.421)  0.079
H (0.150, 0.942, -3.503)  0.123
H (-2.138, -1.050, 5.677)  0.133
H (-4.144, -3.861, 1.825)  0.110
H (2.763, -0.650, 2.520)  0.071
H (5.158, 1.066, 0.775)  0.142
H (3.057, 3.534, -0.409)  0.083
H (-2.896, -2.247, -3.138)  0.102
H (-1.078, -1.789, -4.095)  0.106

As for the net charge: 0. For the energy, the calculation gives -1915.84006 hartree. The SMILES is NC(N)=O.NC(N)=O.NC(N)=O.CC(C)O.CC(C)O.CC(C)O.CC(C)O.CO.CO.CO.CO.

[3]
The following is a DFT calculation (the ωB97M-V functional and the def2-TZVPD basis) of 10 unconnected molecules or ions with the total composition C19H61N17O10.

Last column: Löwdin charge in e.
Cartesian coordinates (Å):
O (-2.142, 3.854, -2.121)  0.000
O (3.150, -1.804, 3.973)  0.036
O (-4.287, -3.354, 1.069)  0.031
O (-0.529, 4.115, 2.137)  -0.204
O (-0.704, -0.714, 0.825)  -0.238
O (-1.640, 3.137, -6.729)  -0.002
O (3.402, 1.091, -1.840)  -0.022
O (1.784, -6.581, -3.133)  -0.165
O (2.370, 5.554, -1.133)  0.019
O (-2.780, 0.811, 6.314)  0.016
N (3.835, -3.475, -3.496)  0.018
N (-1.953, -0.838, 7.538)  0.149
N (-1.440, 1.412, 3.172)  0.057
N (2.790, 3.529, -0.208)  0.175
N (-4.151, -1.156, 1.445)  0.166
N (-3.270, 3.937, -0.107)  0.185
N (4.379, -0.879, -1.987)  0.166
N (2.419, -3.626, 2.990)  0.146
N (-6.106, -2.176, 1.727)  0.149
N (-2.092, -1.083, 5.327)  0.167
N (2.279, -0.665, -2.781)  0.189
N (-0.502, 3.402, -4.780)  0.159
N (2.648, -3.621, 5.242)  0.166
N (-2.660, 4.075, -4.929)  0.153
N (2.356, 3.673, -2.381)  0.145
N (-4.188, 4.795, -1.906)  0.170
N (0.182, 1.470, -2.058)  0.067
C (-0.313, 5.007, 1.036)  -0.078
C (-1.631, 3.477, -5.544)  -0.695
C (0.693, 1.245, 4.274)  -0.037
C (2.258, -5.395, -3.738)  -0.223
C (0.989, -7.320, -4.033)  -0.120
C (3.223, -4.648, -2.864)  -0.397
C (3.348, -0.073, -2.231)  -0.682
C (2.737, -2.930, 4.106)  -0.735
C (2.574, -4.059, -1.611)  -0.081
C (-0.109, -1.825, 1.499)  -0.085
C (-3.124, 4.135, -1.430)  -0.656
C (-0.664, 0.869, -1.034)  -0.424
C (2.506, 4.345, -1.228)  -0.729
C (0.332, 2.989, 2.277)  -0.198
C (-1.943, 0.415, -1.771)  -0.038
C (-0.245, 2.193, 3.481)  -0.403
C (-2.286, -0.305, 6.368)  -0.772
C (0.080, -0.225, -0.271)  -0.180
C (-4.815, -2.313, 1.399)  -0.744
H (2.803, -3.174, 6.128)  0.115
H (-2.051, -0.231, 8.334)  0.109
H (1.034, 1.720, -1.564)  0.036
H (-0.502, 3.684, -3.814)  0.056
H (-0.150, -2.742, 0.909)  0.091
H (4.424, -1.798, -2.411)  0.052
H (0.863, -1.585, 1.930)  0.069
H (-2.008, 2.001, 2.571)  0.059
H (1.223, 0.489, 3.694)  0.063
H (-1.889, -0.515, -2.336)  0.082
H (1.374, -4.776, -3.914)  0.137
H (5.160, -0.476, -1.498)  0.114
H (-0.236, 2.338, -2.363)  0.031
H (3.167, -3.353, -1.027)  0.063
H (0.366, 3.091, -5.177)  0.103
H (-2.541, 4.082, -3.922)  0.037
H (-2.252, 1.256, -2.389)  0.063
H (2.471, -1.555, -3.211)  0.073
H (-6.613, -1.335, 1.939)  0.099
H (-3.534, 4.121, -5.424)  0.109
H (2.963, 2.884, -2.570)  0.071
H (3.962, -5.360, -2.491)  0.147
H (0.084, -6.858, -4.439)  0.089
H (-1.838, -2.055, 5.364)  0.102
H (-1.026, 0.695, 2.585)  0.040
H (-2.577, 3.362, 0.346)  0.090
H (2.178, -4.602, 2.949)  0.098
H (1.620, -7.679, -4.850)  0.088
H (2.246, -4.536, 5.136)  0.099
H (1.406, 1.944, 4.718)  0.075
H (-0.971, 5.791, 1.421)  0.091
H (-0.566, 3.033, 4.103)  0.135
H (0.285, -1.021, -0.991)  0.112
H (1.450, -0.087, -2.820)  0.074
H (2.202, 4.318, -3.143)  0.106
H (-4.017, 4.421, 0.354)  0.111
H (-3.222, -1.164, 1.051)  0.084
H (3.070, 2.573, -0.367)  0.072
H (-2.415, -0.730, 4.439)  0.089
H (0.527, -8.195, -3.573)  0.087
H (-1.586, -1.767, 7.645)  0.095
H (2.885, 4.017, 0.668)  0.104
H (0.214, 0.745, 5.114)  0.062
H (-4.133, 5.065, -2.875)  0.102
H (-2.673, 0.258, -0.972)  0.061
H (-6.665, -3.006, 1.606)  0.108
H (2.336, -4.865, -0.910)  0.074
H (2.531, -3.142, 2.116)  0.092
H (1.355, 3.243, 2.574)  0.114
H (2.817, -5.629, -4.650)  0.129
H (-1.073, 1.564, -0.291)  0.109
H (-0.770, 4.586, 0.142)  0.061
H (3.495, -3.294, -4.436)  0.089
H (0.981, 0.138, 0.231)  0.127
H (1.641, -3.491, -1.661)  0.070
H (0.482, 2.392, 1.373)  0.102
H (0.650, 5.507, 0.939)  0.081
H (4.833, -3.551, -3.658)  0.091
H (-0.884, -1.928, 2.261)  0.084
H (-4.991, 5.026, -1.351)  0.107
H (-4.673, -0.313, 1.606)  0.100

As for the net charge: 0. For the energy, the calculation gives -2443.96678 hartree. The SMILES is COC[C@H](C)N.COC[C@H](C)N.COC[C@H](C)N.NC(N)=O.NC(N)=O.NC(N)=O.NC(N)=O.NC(N)=O.NC(N)=O.NC(N)=O.